{
  "formula": "C18H62N16O18",
  "method": "wB97M-V/def2-TZVPD",
  "symbols": ["C", "O", "N", "N", "H", "H", "H", "H", "C", "O", "N", "N", "H", "H", "H", "H", "C", "O", "N", "N", "H", "H", "H", "H", "C", "O", "N", "N", "H", "H", "H", "H", "C", "O", "N", "N", "H", "H", "H", "H", "C", "O", "N", "N", "H", "H", "H", "H", "C", "O", "N", "N", "H", "H", "H", "H", "C", "O", "N", "N", "H", "H", "H", "H", "C", "C", "O", "O", "H", "H", "H", "H", "H", "H", "C", "C", "O", "O", "H", "H", "H", "H", "H", "H", "C", "C", "O", "O", "H", "H", "H", "H", "H", "H", "C", "C", "O", "O", "H", "H", "H", "H", "H", "H", "C", "C", "O", "O", "H", "H", "H", "H", "H", "H"],
  "coordinates": [[15.14211, 5.89121, -14.34068], [14.51986, 5.14569, -13.54818], [16.44274, 6.16878, -14.09390], [14.50649, 6.73237, -15.18140], [16.88093, 5.60848, -13.38281], [16.88004, 6.89977, -14.63482], [13.55038, 6.91399, -14.89920], [15.03446, 7.38570, -15.73160], [13.52071, 7.70289, -10.80032], [14.42996, 8.05421, -11.53959], [13.03568, 6.40962, -10.78379], [13.14299, 8.37810, -9.66806], [12.64318, 6.03207, -9.94555], [13.36752, 5.81896, -11.53464], [12.32894, 8.11246, -9.14938], [13.58097, 9.26962, -9.51094], [16.15128, 10.19433, -13.94262], [16.67582, 11.05674, -14.65423], [14.86597, 9.76059, -14.07600], [16.79261, 9.65403, -12.89102], [14.53852, 9.02795, -13.47211], [14.42455, 10.07547, -14.91705], [17.58862, 10.03354, -12.41070], [16.48949, 8.82907, -12.39569], [11.73279, 6.58830, -18.17203], [12.45476, 7.42858, -18.73170], [10.62908, 6.07105, -18.73614], [12.14563, 5.97772, -17.02768], [10.27268, 5.18564, -18.41203], [10.42778, 6.14190, -19.71938], [11.65414, 5.14968, -16.74972], [12.96608, 6.36998, -16.58592], [18.00575, 5.68773, -18.40489], [18.87526, 4.82192, -18.53906], [17.87129, 6.41176, -17.27450], [17.00984, 6.02612, -19.27652], [18.58765, 6.38751, -16.57378], [17.32049, 7.25173, -17.27462], [16.49781, 6.83403, -18.94875], [16.98354, 5.88112, -20.26788], [17.92245, 7.66340, -10.24638], [19.10216, 7.91589, -10.01069], [16.91866, 8.41169, -9.77434], [17.51420, 6.55549, -10.97121], [17.15341, 9.13416, -9.11615], [15.95598, 8.30515, -10.03626], [16.55264, 6.46511, -11.24847], [18.14375, 5.77414, -11.06868], [19.24269, 9.35890, -15.54468], [18.24188, 8.68349, -15.79919], [19.30013, 10.40478, -14.70389], [20.40335, 9.06616, -16.20134], [18.41156, 10.82393, -14.46635], [20.11753, 10.97970, -14.63131], [20.48202, 8.33756, -16.88768], [21.31733, 9.38581, -15.92631], [10.57202, 3.67604, -13.11447], [9.54740, 3.61454, -13.78704], [11.82102, 3.32014, -13.53556], [10.62689, 4.12378, -11.82373], [12.08868, 2.93349, -14.42009], [12.52913, 3.81308, -13.01942], [9.76684, 4.07097, -11.30406], [11.49076, 3.90576, -11.36538], [21.44544, 4.42454, -11.04816], [20.70268, 4.09563, -12.34318], [19.35770, 4.44569, -12.45489], [21.02054, 3.50101, -10.03174], [21.12732, 5.43822, -10.77756], [22.53050, 4.40258, -11.08565], [20.81421, 2.99760, -12.33236], [21.28422, 4.36595, -13.23472], [18.99899, 4.09086, -13.27453], [20.46752, 3.98649, -9.41474], [15.12202, 9.16921, -17.32855], [14.48474, 10.36535, -18.02847], [15.35926, 10.90595, -19.02097], [15.15400, 7.99247, -18.13946], [14.40674, 9.11011, -16.50141], [16.10972, 9.40476, -16.93222], [14.33302, 11.09536, -17.22476], [13.58882, 10.01130, -18.54427], [14.81240, 11.48579, -19.55924], [14.21496, 7.83620, -18.36778], [16.75791, 2.79056, -16.51683], [17.96390, 3.27127, -15.72400], [17.99458, 2.55139, -14.44882], [15.55540, 2.88567, -15.77505], [16.99914, 1.77941, -16.86387], [16.56286, 3.38284, -17.41316], [17.99723, 4.31826, -15.41582], [18.86704, 2.99267, -16.26775], [18.89296, 2.21540, -14.37999], [15.75719, 3.13400, -14.86600], [11.02928, 7.30186, -13.76983], [9.53162, 7.44275, -14.01014], [9.05742, 6.73813, -15.14469], [11.84131, 7.92884, -14.73872], [11.33685, 6.25413, -13.77869], [11.20180, 7.84033, -12.82747], [9.46854, 8.52042, -14.22976], [9.02282, 7.25800, -13.06810], [9.77013, 6.79249, -15.79356], [11.57434, 8.83340, -14.93619], [15.25137, 2.12128, -11.14228], [16.56594, 1.34539, -11.16901], [16.91772, 1.00003, -12.48392], [15.60122, 3.30254, -11.87662], [14.91798, 2.40710, -10.14000], [14.43898, 1.65237, -11.70427], [16.52969, 0.48269, -10.50063], [17.36389, 1.97133, -10.75326], [17.11211, 1.85700, -12.90180], [14.87635, 3.86039, -12.17613]],
  "forces_ev_per_angstrom": [[0.0, 1.0, 2.9], [-0.3, -0.1, -0.9], [-0.4, -0.5, -0.9], [-0.4, -0.9, -0.4], [0.4, 0.2, -0.2], [0.6, -0.1, 0.3], [0.2, 0.4, -0.3], [-0.1, 0.1, 0.0], [0.8, -2.2, 2.2], [-0.5, 0.6, -0.6], [0.1, 0.9, -1.2], [0.3, 0.7, -0.8], [-0.1, -0.2, 0.0], [0.0, 0.0, 0.1], [-0.1, 0.1, 0.1], [-0.3, 0.1, 0.0], [0.2, 0.7, 0.4], [-0.8, -0.1, 0.2], [0.8, 0.5, -0.3], [0.7, -1.1, 1.5], [-0.4, -0.1, -0.1], [-0.4, -0.3, 0.1], [0.2, 0.5, -0.8], [-0.6, 0.1, -0.4], [2.6, -0.5, -0.7], [-0.9, 0.3, 0.4], [-1.7, -0.9, -0.5], [-0.9, 0.6, -0.6], [0.1, 0.1, 0.5], [0.5, 0.7, 0.0], [0.4, -0.1, 0.6], [-0.2, -0.7, 0.0], [0.6, -1.0, -0.6], [-0.6, 0.5, -0.2], [0.0, 0.3, 1.1], [-0.4, 0.4, 0.0], [0.1, -0.1, -0.1], [0.1, 0.1, 0.1], [-0.4, -0.1, -0.5], [0.5, -0.4, 0.1], [1.3, -1.5, -0.4], [-0.6, -0.3, 0.0], [-0.9, 1.3, 0.7], [0.2, 0.7, 0.2], [0.1, 0.1, -0.2], [0.0, -0.2, -0.1], [-0.1, -0.2, 0.2], [0.1, 0.1, -0.3], [0.2, -0.7, -1.0], [-0.3, 0.4, 0.6], [0.1, 0.0, 0.5], [1.5, -0.1, -0.3], [-0.4, 0.1, -0.1], [0.1, -0.1, -0.2], [-0.7, -0.2, 0.1], [-0.3, 0.4, 0.3], [-1.1, -0.6, -1.7], [0.8, -0.1, 0.8], [0.6, 0.3, 0.6], [-0.3, 0.5, 0.4], [-0.4, 0.2, -0.2], [0.7, -0.3, -0.5], [0.1, 0.1, 0.0], [-0.3, -0.2, 0.6], [-2.0, 0.9, 0.4], [2.1, -2.3, -0.7], [-0.4, 0.9, 0.8], [0.2, 0.3, -0.1], [0.3, 0.1, 0.2], [0.0, -0.2, -0.6], [-0.4, -0.1, -0.2], [0.0, 0.6, 0.2], [-0.1, -0.3, 0.1], [0.0, -0.1, 0.0], [-0.7, 0.7, -0.8], [1.4, -0.3, -0.5], [-0.2, 0.0, 0.2], [-0.2, 0.7, 0.8], [0.2, -0.9, 0.2], [0.1, -0.1, -0.1], [-0.5, 0.2, -0.2], [-0.4, 0.2, 0.5], [0.2, 0.1, -0.1], [0.1, -0.4, -0.3], [0.1, 0.8, 0.0], [0.2, -0.5, 0.4], [0.4, 0.3, -0.4], [-0.2, -0.2, 0.2], [-0.4, -0.2, 0.4], [0.6, 0.1, -0.1], [-0.4, 0.1, -0.7], [0.0, 0.4, -0.2], [-0.2, -0.4, 0.2], [-0.1, -0.2, 0.1], [-0.5, 0.3, 0.6], [1.3, 1.0, -1.0], [0.0, -0.1, 0.7], [0.4, 0.0, -0.9], [0.1, 0.1, 0.4], [0.2, -0.7, 0.3], [-0.6, 0.2, 0.3], [-0.5, -0.5, -0.3], [-0.1, 0.0, -0.1], [-0.2, -0.1, 0.2], [0.4, 1.0, -0.8], [-0.2, 0.0, 0.7], [0.0, 0.1, 0.2], [0.4, 0.4, 0.2], [0.1, -0.3, 0.1], [0.1, -0.6, 0.3], [-0.2, -0.3, -0.4], [-0.2, 0.3, 0.2], [-0.1, -0.5, -0.3], [-0.1, -0.2, -0.2]],
  "multiplicity": 1,
  "de_lowest_kj_mol": 227.95,
  "gap_ha": 0.333,
  "e_tot_ha": -2953.687910,
  "charge": 0,
  "lumo_ev": -0.21
}